[1]
The following is a DFT calculation (the ωB97M-V functional and the def2-TZVPD basis) of a molecular structure, C30H50N3O2PdSSb.

Values from the calculation:
E_LUMO (alpha / beta) (eV): 0.3 / -0.6
HOMO (alpha / beta) (eV): -5.29 / -7.30
Total charge: 0
Spin multiplicity: 3
Expectation value of S²: 2.08

Each line ends with the Löwdin spin population.
Atoms and positions in Å:
Pd  -0.003  -0.613  -0.074  0.740
C  5.952  -2.769  5.868  0.000
C  4.498  -2.578  5.539  0.000
C  4.033  -1.387  4.936  0.000
C  2.717  -1.282  4.461  0.000
C  1.807  -2.296  4.699  0.000
C  2.227  -3.452  5.384  0.000
C  3.535  -3.548  5.863  0.000
S  0.255  -1.975  3.815  0.000
O  -0.732  -2.896  4.318  0.000
O  -0.114  -0.553  3.896  0.001
N  0.692  -2.296  2.294  0.001
C  -0.073  -3.070  1.535  0.008
C  -0.250  -4.458  1.792  0.002
C  -0.902  -5.254  0.895  0.003
C  -1.450  -4.637  -0.260  0.003
C  -1.365  -3.264  -0.411  0.010
N  -0.770  -2.459  0.518  0.067
H  6.443  -1.785  5.691  0.000
H  6.396  -3.525  5.258  0.000
H  6.043  -3.040  6.944  0.000
H  4.712  -0.562  4.828  0.000
H  2.445  -0.377  3.952  0.000
H  1.470  -4.190  5.597  0.000
H  3.858  -4.445  6.397  0.000
H  0.195  -4.847  2.685  0.000
H  -1.120  -6.343  0.980  0.000
H  -1.815  -5.190  -1.060  0.000
H  -1.848  -2.687  -1.240  0.001
N  1.807  -1.615  -0.559  0.082
H  1.831  -2.568  -0.129  0.002
H  2.596  -1.088  -0.201  0.006
H  1.889  -1.700  -1.555  0.003
C  -0.900  -0.096  -5.411  0.001
C  0.198  -0.578  -4.435  0.002
C  1.493  0.130  -4.830  0.001
C  0.301  -2.130  -4.564  0.000
C  -0.183  -0.098  -3.090  0.017
C  -0.466  0.122  -1.916  0.022
H  -0.724  -0.534  -6.410  0.000
H  -0.943  0.984  -5.462  0.000
H  -1.894  -0.437  -5.112  0.000
H  1.541  0.024  -5.940  0.000
H  2.483  -0.227  -4.420  0.000
H  1.514  1.196  -4.519  0.000
H  0.885  -2.512  -5.496  0.000
H  -0.679  -2.578  -4.465  0.000
H  0.880  -2.524  -3.729  0.000
C  -3.343  2.473  -3.060  0.034
C  -2.266  3.378  -2.620  0.332
C  -2.682  4.674  -1.919  0.027
C  -1.116  3.586  -3.534  0.032
Sb  -1.173  1.992  -0.792  -0.015
C  0.896  2.944  0.203  0.311
C  0.421  4.353  0.547  0.023
C  1.777  2.743  -0.989  0.033
C  1.213  2.079  1.459  0.022
C  -2.862  1.113  0.541  0.069
C  -2.099  0.639  1.788  0.017
C  -3.578  0.057  -0.250  0.007
C  -3.763  2.296  0.836  0.007
H  -3.920  2.825  -3.914  0.017
H  -4.080  2.303  -2.237  0.002
H  -2.937  1.527  -3.405  0.002
H  -1.873  5.392  -1.961  0.001
H  -2.970  4.523  -0.864  0.006
H  -3.470  5.147  -2.537  0.009
H  -1.329  4.356  -4.260  0.011
H  -0.771  2.673  -3.957  0.000
H  -0.261  4.025  -3.009  0.006
H  0.033  4.838  -0.379  0.003
H  1.269  4.946  0.887  0.008
H  -0.373  4.336  1.239  0.002
H  1.182  2.753  -1.924  0.012
H  2.346  1.811  -0.877  0.000
H  2.366  3.683  -1.184  0.010
H  0.691  2.387  2.372  0.000
H  2.336  1.980  1.525  0.010
H  0.783  1.044  1.347  0.006
H  -1.401  -0.184  1.637  0.008
H  -2.809  0.451  2.591  0.002
H  -1.481  1.517  2.197  -0.001
H  -3.027  -0.859  -0.138  0.002
H  -3.599  0.373  -1.321  0.001
H  -4.621  -0.033  0.178  0.003
H  -3.196  3.034  1.393  0.002
H  -4.547  2.100  1.556  0.002
H  -4.230  2.732  -0.023  0.001

---

[2]
The following is a DFT calculation (the ωB97M-V functional and the def2-TZVPD basis) of a molecular structure, C30H50P2Pt.

Values from the calculation:
E_LUMO (alpha / beta) (eV): -5.0 / -8.1
HOMO (alpha / beta) (eV): -10.45 / -13.54
Total charge: +2
Spin multiplicity: 5
Expectation value of S²: 6.01

Each line ends with the Löwdin spin population.
Atoms and positions in Å:
Pt  1.834  -1.138  -0.532  0.822
C  -0.944  -2.883  0.472  0.264
C  0.392  -3.328  0.405  0.315
C  0.227  -1.564  1.943  0.317
C  -1.031  -1.804  1.425  0.249
C  1.252  -2.351  1.175  0.325
C  -2.121  -3.492  -0.211  0.037
H  -1.905  -3.771  -1.257  0.007
H  -2.958  -2.774  -0.210  0.001
H  -2.462  -4.399  0.319  0.016
C  -2.281  -1.189  1.978  0.031
H  -3.154  -1.365  1.345  0.000
H  -2.182  -0.101  2.137  0.006
H  -2.471  -1.627  2.969  0.014
C  0.501  -0.894  3.236  0.043
H  0.755  -1.637  4.013  0.015
H  -0.378  -0.348  3.608  0.000
H  1.341  -0.194  3.151  0.011
C  2.544  -2.751  1.826  0.083
H  2.408  -3.683  2.393  0.022
H  2.888  -1.967  2.517  0.005
H  3.338  -2.902  1.082  0.017
C  0.912  -4.518  -0.306  0.046
H  0.672  -5.462  0.218  0.015
H  2.007  -4.458  -0.401  0.002
H  0.476  -4.587  -1.321  0.012
C  0.895  -0.070  -2.036  0.227
C  0.634  -1.478  -2.140  0.223
C  1.349  -2.317  -3.158  0.038
C  2.857  -2.615  -2.843  0.042
C  3.435  -1.904  -1.640  0.234
C  3.537  -0.471  -1.586  0.223
C  3.261  0.338  -2.861  0.037
C  1.771  0.586  -3.099  0.037
H  1.239  -1.867  -4.151  0.009
H  3.447  -2.379  -3.739  0.011
H  0.828  -3.279  -3.197  0.000
H  1.478  0.251  -4.110  0.006
H  0.092  0.543  -1.612  0.031
H  -0.372  -1.811  -1.876  0.020
H  1.568  1.673  -3.052  0.001
H  3.735  1.328  -2.745  0.001
H  4.346  -0.067  -0.950  0.028
H  3.690  -0.167  -3.740  0.006
H  2.924  -3.699  -2.657  0.000
H  4.192  -2.478  -1.084  0.022
P  -2.768  0.582  -1.495  0.002
C  -4.502  0.725  -0.815  0.001
H  -5.128  1.309  -1.505  0.000
H  -4.460  1.244  0.149  0.000
H  -4.946  -0.271  -0.678  0.000
C  -2.827  2.210  -2.381  0.001
H  -3.871  2.533  -2.490  0.000
H  -2.364  2.111  -3.372  0.000
H  -2.288  2.963  -1.797  0.000
C  -3.191  -0.492  -2.945  0.001
H  -2.399  -0.391  -3.700  0.000
H  -4.157  -0.200  -3.387  0.000
H  -3.255  -1.543  -2.630  0.000
P  1.048  3.244  1.360  0.004
C  2.171  1.929  1.896  0.043
H  3.198  2.227  1.640  0.001
H  1.954  0.967  1.381  0.053
H  2.105  1.763  2.981  0.001
C  1.307  3.266  -0.426  0.008
H  1.759  2.309  -0.727  0.009
H  2.023  4.071  -0.643  0.000
H  0.396  3.413  -1.032  0.000
C  1.517  4.739  2.224  0.002
H  2.412  5.143  1.732  0.000
H  1.747  4.466  3.259  0.000
H  0.703  5.474  2.207  0.000
C  -2.846  3.061  3.484  0.000
C  -1.716  2.534  4.124  0.000
C  -0.560  2.282  3.376  0.001
C  -0.521  2.640  2.010  0.000
C  -1.708  3.016  1.355  0.001
C  -2.872  3.218  2.094  0.000
H  -3.691  3.406  4.081  0.000
H  -1.732  2.393  5.202  0.000
H  0.345  1.924  3.885  0.000
H  -1.663  3.229  0.273  0.000
H  -3.788  3.577  1.615  0.000

---

Computed relative energy (zero: lowest compared OMol25 entry of this formula, charge and spin), in the same sequence as the records: 237.5; 0.0 kJ/mol.